No. 1
Here is a structure of composition C54H66BF4N11O3RbS2 from the OMol25 dataset. Energies are from wB97M-V/def2-TZVPD.

LUMO: 1.842 eV
orbital gap: 0.228 hartree
net charge: -1

XYZ file:
```
142
Properties=species:S:1:pos:R:3:forces:R:3
Rb -0.062 -0.078 0.814 -0.4 0.0 0.1
C 0.726 1.564 -7.632 0.0 0.0 -0.1
C 0.931 1.210 -6.187 0.0 0.1 0.2
C 1.425 0.010 -5.780 0.0 0.0 0.1
C 1.580 -0.309 -4.401 0.1 -0.1 -0.1
C 1.863 -1.627 -4.027 0.0 0.0 -0.1
N 1.943 -2.060 -2.794 -0.1 0.0 0.1
C 2.006 -3.474 -2.437 -0.1 0.1 0.1
C 3.431 -4.026 -2.351 0.1 0.0 0.0
C 4.026 -3.928 -0.952 0.0 0.1 0.1
N 4.003 -2.564 -0.460 -0.1 0.0 0.0
C 5.033 -1.756 -0.447 0.1 0.1 0.0
C 4.973 -0.425 -0.027 0.1 -0.1 -0.1
C 6.147 0.380 -0.003 0.0 0.0 0.0
C 6.121 1.662 0.443 -0.1 -0.1 0.0
C 7.345 2.529 0.496 0.1 0.0 0.0
C 4.873 2.174 0.921 0.0 0.1 0.0
C 3.714 1.465 0.917 0.0 -0.1 0.1
C 2.462 1.956 1.561 0.1 0.1 0.0
N 1.818 3.014 1.300 0.1 0.1 0.0
C 2.252 3.879 0.212 0.1 -0.1 0.0
C 1.105 4.757 -0.264 -0.1 0.1 0.0
C -0.087 3.963 -0.803 0.0 -0.1 0.0
N 0.389 2.886 -1.641 -0.1 0.1 0.0
C 0.192 2.935 -2.885 0.1 -0.1 -0.1
C 0.677 1.913 -3.832 0.0 0.0 0.1
C 0.544 2.135 -5.168 -0.1 0.0 -0.2
C 1.263 0.655 -3.367 -0.1 0.2 0.2
O 1.429 0.398 -2.162 0.0 -0.2 -0.1
C 3.707 0.114 0.400 -0.2 0.0 -0.1
O 2.640 -0.547 0.322 0.2 -0.1 0.3
H 1.160 0.805 -8.285 0.0 0.0 0.0
H 1.187 2.521 -7.884 0.0 0.0 0.0
H -0.337 1.647 -7.881 0.0 0.0 0.0
H 1.695 -0.742 -6.517 0.0 0.0 0.0
H 1.968 -2.381 -4.807 0.0 0.0 0.0
H 1.794 -1.323 -2.085 0.0 0.0 0.0
H 1.413 -4.038 -3.157 0.1 0.0 -0.1
H 1.478 -3.556 -1.482 0.0 0.0 0.0
H 4.075 -3.481 -3.049 0.0 0.0 0.0
H 3.431 -5.073 -2.663 0.0 0.0 0.1
H 5.059 -4.284 -0.937 0.0 0.0 0.0
H 3.452 -4.541 -0.253 0.0 0.0 0.0
H 3.128 -2.103 -0.134 0.0 0.0 0.0
H 5.984 -2.173 -0.776 0.0 0.0 0.0
H 7.082 -0.054 -0.347 0.0 0.0 0.0
H 8.195 2.035 0.023 0.0 0.0 0.0
H 7.629 2.764 1.525 0.0 0.0 0.0
H 7.188 3.480 -0.019 0.0 0.0 0.0
H 4.861 3.178 1.335 0.0 0.0 0.0
H 2.107 1.336 2.391 0.0 0.0 -0.1
H 2.648 3.290 -0.622 0.0 0.0 0.0
H 3.059 4.529 0.566 0.0 0.0 0.0
H 1.490 5.425 -1.043 0.0 0.0 0.0
H 0.755 5.383 0.561 0.0 0.0 0.0
H -0.786 4.632 -1.330 0.0 0.0 0.0
H -0.614 3.514 0.044 0.0 0.0 0.0
H -0.366 3.768 -3.350 0.0 0.0 0.0
H 0.092 3.074 -5.483 0.0 0.0 0.0
C -1.461 -3.312 5.959 -0.1 0.0 0.0
C -0.535 -2.707 4.917 0.1 -0.1 0.0
N -0.425 -3.565 3.736 0.1 0.2 0.1
C 0.679 -4.514 3.749 0.0 0.0 0.0
C 1.957 -3.880 3.216 0.1 0.0 0.0
C -1.148 -3.374 2.624 0.0 -0.2 0.1
S -2.327 -2.150 2.514 0.0 -0.1 -0.1
N -0.979 -4.296 1.630 -0.2 0.1 -0.1
C -0.567 -3.918 0.445 0.2 0.1 0.2
O 0.056 -2.861 0.154 0.0 0.0 -0.3
C -0.841 -4.895 -0.670 0.0 -0.1 0.0
C -0.776 -6.271 -0.480 0.0 0.0 0.0
C -1.015 -7.140 -1.536 0.0 0.0 0.0
C -1.354 -6.642 -2.789 0.0 0.0 0.0
C -1.448 -5.268 -2.977 0.0 0.0 0.0
C -1.179 -4.404 -1.926 0.0 0.1 0.0
H -1.495 -2.680 6.848 0.0 0.0 0.0
H -1.122 -4.305 6.265 0.0 0.0 0.0
H -2.470 -3.399 5.553 0.0 0.0 0.0
H 0.470 -2.562 5.314 0.0 0.0 0.0
H -0.881 -1.730 4.603 -0.1 0.0 0.0
H 0.403 -5.379 3.148 0.0 0.0 0.0
H 0.808 -4.846 4.782 0.0 0.0 0.0
H 1.808 -3.569 2.179 0.0 0.0 0.0
H 2.789 -4.589 3.255 0.0 0.0 0.0
H 2.231 -2.996 3.795 0.0 0.0 0.0
H -0.544 -6.646 0.510 0.0 0.0 0.0
H -0.949 -8.210 -1.380 0.0 0.0 0.0
H -1.555 -7.320 -3.609 0.0 0.0 0.0
H -1.734 -4.868 -3.943 0.0 0.0 0.0
H -1.237 -3.331 -2.065 0.0 0.0 0.0
N -4.480 -0.619 -2.869 0.1 -0.1 -0.1
C -4.162 -0.392 -4.218 -0.1 0.0 0.1
C -5.142 -0.137 -5.165 0.0 0.0 0.0
C -4.784 0.071 -6.492 0.0 0.0 0.0
C -3.447 0.069 -6.863 -0.1 0.0 0.0
C -2.466 -0.152 -5.903 0.0 0.0 0.0
C -2.823 -0.417 -4.589 0.0 0.0 -0.2
S -1.626 -0.808 -3.366 0.0 0.0 0.2
N -2.346 -0.226 -1.938 0.1 0.1 -0.2
C -3.613 -0.225 -1.855 -0.1 0.0 0.3
C -4.253 0.202 -0.561 0.1 0.0 -0.2
C -5.605 0.519 -0.484 0.0 0.0 0.0
C -6.139 0.843 0.754 0.0 0.0 0.0
C -5.309 0.836 1.857 0.0 0.0 0.0
C -3.962 0.540 1.672 0.0 -0.1 0.0
N -3.441 0.242 0.490 -0.1 0.0 0.0
H -5.458 -0.627 -2.644 0.0 0.0 0.0
H -6.183 -0.111 -4.866 0.0 0.0 0.0
H -5.555 0.249 -7.229 0.0 0.0 0.0
H -3.166 0.245 -7.892 0.0 0.0 0.0
H -1.416 -0.131 -6.170 0.0 0.0 0.0
H -6.243 0.541 -1.357 0.0 0.0 0.0
H -7.190 1.088 0.849 0.0 0.0 0.0
H -5.682 1.052 2.848 0.0 0.0 0.0
H -3.272 0.517 2.508 0.0 0.0 0.0
C -4.388 3.463 4.289 -0.1 0.0 0.0
C -3.457 4.465 3.621 0.0 0.1 0.0
N -2.080 4.283 4.023 0.0 0.0 0.0
C -1.572 5.192 5.038 -0.1 -0.1 0.1
C -0.993 6.476 4.457 0.0 0.0 0.0
C -1.278 3.340 3.414 0.1 -0.1 0.0
C 0.090 3.144 3.996 0.0 0.1 0.0
N -1.626 2.599 2.422 -0.2 0.0 0.1
H -5.420 3.597 3.956 0.0 0.0 0.0
H -4.361 3.586 5.373 0.0 0.0 0.0
H -4.078 2.441 4.069 0.0 0.0 0.0
H -3.751 5.480 3.896 0.0 0.0 0.0
H -3.547 4.420 2.531 0.0 -0.1 0.0
H -0.831 4.680 5.648 0.0 0.0 0.0
H -2.401 5.431 5.711 0.0 0.0 0.0
H -0.134 6.257 3.822 0.0 0.0 0.0
H -0.671 7.151 5.252 0.0 0.0 0.0
H -1.735 6.997 3.847 0.0 0.0 0.0
H 0.682 4.061 3.976 0.0 0.0 0.0
H 0.606 2.399 3.409 0.0 0.0 0.0
H 0.032 2.782 5.023 0.0 0.0 0.0
H -2.595 2.757 2.155 0.0 0.1 -0.1
F 0.993 0.923 6.066 0.0 0.0 0.0
B 1.766 0.206 5.134 0.1 0.0 0.0
F 0.964 -0.148 4.020 0.0 0.1 -0.2
F 2.262 -0.968 5.727 0.0 0.0 0.0
F 2.831 1.012 4.681 0.0 0.0 0.0
```
Forces are in eV/Å.

=====

No. 2
Here is a cluster of 12 separate species, C54H66F6O10 in total at a distorted geometry from the OMol25 dataset. Energies are from wB97M-V/def2-TZVPD.

SMILES string: COC(=O)OC.COC(=O)OC.Fc1ccccc1.Fc1ccccc1.Fc1ccccc1.Fc1ccccc1.Fc1ccccc1.Fc1ccccc1.CC(C)=O.CC(C)=O.CC(C)=O.CC(C)=O
LUMO: 0.535 eV
orbital gap: 0.351 hartree
net charge: 0
energy relative to the best compared isomer or geometry (same formula, charge and spin): 0.0 kcal/mol

XYZ file:
```
136
Properties=species:S:1:pos:R:3:forces:R:3
F 1.811 1.550 1.415 -1.0 -0.3 -0.4
C 1.127 0.379 1.169 1.4 0.5 0.4
C -0.187 0.373 0.762 0.0 1.4 0.3
C -0.802 -0.848 0.518 -1.1 1.0 0.3
C -0.165 -2.038 0.770 0.6 0.4 -0.4
C 1.171 -1.946 1.099 1.2 -0.9 1.2
C 1.871 -0.768 1.362 -0.7 -0.3 -1.0
H -0.723 1.355 0.747 0.4 -1.1 -0.3
H -1.832 -0.765 0.217 -0.2 -0.5 -0.1
H -0.630 -3.003 0.672 -0.2 -0.1 -0.2
H 1.720 -2.856 1.286 0.1 -0.3 -0.1
H 2.947 -0.750 1.555 -0.5 0.0 0.2
F 5.167 -1.769 1.342 0.1 0.2 -0.2
C 4.892 -3.064 1.554 -0.9 -0.9 -0.3
C 5.086 -3.598 2.814 1.3 0.5 -0.1
C 4.811 -4.938 2.997 0.1 -0.8 1.1
C 4.178 -5.727 2.052 -0.4 0.6 -1.0
C 3.921 -5.162 0.786 0.4 0.7 0.2
C 4.329 -3.831 0.528 -0.5 -0.3 0.3
H 5.643 -3.004 3.560 -0.6 -0.4 -0.3
H 5.122 -5.435 3.927 -0.3 0.5 -0.3
H 3.848 -6.715 2.351 0.2 -0.1 -0.4
H 3.430 -5.688 -0.040 0.2 0.0 0.5
H 4.088 -3.378 -0.436 0.3 -0.1 0.4
F 2.260 -5.550 -2.688 0.1 -0.2 0.5
C 1.400 -4.691 -3.278 0.2 -0.2 0.5
C 1.313 -4.774 -4.643 0.4 -0.3 -0.4
C 0.527 -3.833 -5.269 -0.3 0.4 0.4
C -0.213 -2.877 -4.569 -0.3 -0.2 0.3
C -0.101 -2.847 -3.191 0.2 -0.2 1.5
C 0.735 -3.770 -2.503 0.0 0.7 0.4
H 1.900 -5.558 -5.157 -0.5 0.7 0.2
H 0.528 -3.780 -6.313 -0.2 -0.2 -1.5
H -0.934 -2.198 -5.054 0.7 -0.3 0.1
H -0.661 -2.108 -2.595 0.3 -0.4 -0.4
H 0.969 -3.737 -1.398 -0.6 0.1 -1.4
F -3.105 0.671 -5.114 -0.4 -0.2 -0.5
C -1.772 0.611 -4.982 0.0 0.7 0.7
C -1.299 0.701 -3.689 -3.0 0.3 1.0
C 0.023 0.740 -3.456 1.5 -0.4 1.3
C 0.904 0.744 -4.515 -0.3 -0.5 -1.1
C 0.433 0.643 -5.823 -0.5 0.3 0.7
C -0.934 0.610 -6.066 0.1 -0.1 0.6
H -2.054 0.834 -2.858 0.9 -0.6 -1.0
H 0.343 0.642 -2.406 0.2 0.5 -0.6
H 1.944 0.752 -4.363 1.2 0.0 0.3
H 1.081 0.602 -6.668 0.6 0.1 -0.3
H -1.342 0.641 -7.040 -0.3 -0.2 -1.0
F 5.557 2.243 4.041 0.3 -0.1 -0.3
C 4.347 2.301 4.639 0.5 0.0 -1.6
C 3.249 2.480 3.815 -0.9 0.3 0.7
C 1.992 2.629 4.481 0.3 -0.3 -2.2
C 1.934 2.458 5.838 -1.1 0.4 1.0
C 3.093 2.298 6.553 0.3 -0.8 2.3
C 4.332 2.189 5.997 -0.4 0.5 -0.6
H 3.382 2.488 2.718 -0.2 0.2 0.9
H 1.077 2.830 3.879 0.8 -0.3 0.5
H 1.002 2.492 6.433 0.4 0.1 -0.8
H 3.071 2.171 7.639 -0.4 0.2 -0.2
H 5.246 2.127 6.540 0.4 -0.2 0.4
F 5.014 -3.220 -4.426 0.0 -0.1 -0.4
C 4.680 -2.078 -3.826 0.1 2.2 1.2
C 3.840 -2.120 -2.704 0.2 0.7 -0.7
C 3.533 -0.891 -2.032 0.8 -1.8 -1.3
C 4.086 0.324 -2.436 -0.2 -2.1 0.5
C 4.944 0.316 -3.547 -0.5 0.7 0.4
C 5.256 -0.837 -4.265 -1.1 -1.3 0.7
H 3.442 -3.114 -2.420 0.2 0.9 -0.1
H 2.883 -1.027 -1.199 -0.4 0.5 0.7
H 3.893 1.147 -1.765 0.1 0.5 -0.5
H 5.265 1.326 -3.782 0.6 -0.3 -0.6
H 5.869 -0.864 -5.155 0.1 0.2 0.1
C -5.689 4.857 -1.819 0.9 1.3 -0.7
O -5.413 3.478 -1.778 -1.4 0.8 -1.0
C -4.478 3.142 -0.937 -0.2 -1.8 -0.1
O -3.741 3.850 -0.339 1.0 1.0 0.9
O -4.548 1.816 -0.893 -0.1 -0.9 -0.4
C -3.616 1.116 -0.108 0.3 -0.8 1.1
H -4.760 5.432 -2.014 -0.6 -0.3 -0.3
H -6.031 5.221 -0.882 -0.4 0.1 1.1
H -6.467 5.075 -2.548 0.3 -0.4 -0.2
H -3.968 0.062 0.064 0.0 1.1 -0.4
H -3.535 1.639 0.851 0.3 -0.2 0.0
H -2.633 1.045 -0.584 -0.2 0.3 -0.1
C -1.145 4.336 -3.163 -0.6 3.4 0.4
O -0.326 4.150 -2.008 -0.2 -0.3 0.2
C 0.694 5.000 -1.799 -0.8 -1.6 -0.3
O 1.114 5.838 -2.528 -0.1 1.0 -0.9
O 1.233 4.663 -0.641 0.5 0.0 0.8
C 2.336 5.494 -0.320 1.7 0.5 0.4
H -2.035 5.008 -2.875 0.9 -1.4 -0.1
H -1.460 3.415 -3.604 0.1 -0.5 0.0
H -0.612 5.022 -3.840 0.0 -0.8 -0.2
H 2.736 5.219 0.659 -0.5 -0.4 0.0
H 2.021 6.544 -0.236 0.2 -0.3 -0.4
H 3.220 5.382 -1.015 -1.3 0.2 0.3
C -5.142 -1.677 2.620 0.8 -0.4 0.2
C -4.781 -2.713 1.578 0.7 0.7 -0.3
O -4.629 -2.435 0.402 -0.3 -0.3 0.6
C -4.471 -4.094 2.110 -0.8 -0.4 0.0
H -5.304 -0.667 2.246 -0.5 -0.3 -0.3
H -4.233 -1.584 3.244 -0.4 -0.3 0.1
H -5.938 -2.094 3.247 0.0 0.4 0.0
H -5.189 -4.807 1.686 -0.3 0.2 0.3
H -4.462 -4.154 3.199 -0.2 0.0 -0.1
H -3.551 -4.492 1.741 0.9 0.2 -0.3
C -0.234 6.179 3.394 -0.6 -0.9 -1.1
C -1.120 4.922 3.545 1.2 1.3 -2.5
O -1.420 4.475 4.595 -0.5 -0.6 2.4
C -1.526 4.205 2.269 -0.9 -0.9 1.9
H -0.728 6.891 2.752 -0.6 0.4 -0.2
H 0.664 5.972 2.786 0.0 -0.3 0.7
H -0.069 6.626 4.342 0.5 0.3 0.8
H -1.745 3.188 2.660 -0.3 0.4 -0.6
H -0.682 4.113 1.647 0.9 0.2 -1.3
H -2.418 4.630 1.798 0.4 0.0 -0.1
C 0.145 -2.293 5.257 -1.0 -0.6 -0.6
C -1.116 -1.407 5.029 1.6 -1.2 0.5
O -2.205 -1.919 5.008 -0.5 0.0 -0.1
C -0.839 0.018 4.845 -0.7 2.0 -0.1
H 0.150 -2.945 4.362 0.3 0.2 0.3
H 0.013 -2.972 6.112 -0.1 0.3 -0.2
H 1.098 -1.783 5.343 0.0 0.3 -0.1
H -0.157 0.270 4.032 -0.3 -0.4 -0.5
H -0.253 0.401 5.651 0.5 -0.1 1.1
H -1.726 0.683 4.851 0.3 -0.7 -0.5
C -5.360 -1.610 -2.490 -0.3 -0.2 -1.7
C -3.998 -2.221 -2.246 0.4 0.4 0.2
O -3.029 -1.525 -1.988 -0.5 -0.4 -0.1
C -3.840 -3.728 -2.436 -1.2 -0.4 1.0
H -5.484 -0.550 -2.251 0.6 -0.1 0.0
H -6.166 -2.125 -1.969 0.1 -0.4 -0.2
H -5.506 -1.722 -3.629 -0.1 0.1 1.6
H -4.012 -4.035 -3.473 -0.1 0.1 0.1
H -4.543 -4.310 -1.749 0.6 0.9 -1.0
H -2.850 -4.027 -2.142 0.5 0.1 0.0
```
Forces are in eV/Å.